(1)
Molecular formula: C4H13N2O
Method: DFT, wB97M-V/def2-TZVPD

```
20
Properties=species:S:1:pos:R:3:forces:R:3
C 0.202717 -0.051575 0.850170 -0.60 -0.05 2.14
C -0.926285 0.926797 0.529683 0.01 1.14 -2.95
C -0.589012 1.531212 -0.887394 -0.88 -0.51 1.02
C -0.056598 2.743992 -0.997594 -0.40 0.79 0.43
N -0.853608 0.569008 -1.919106 2.10 -0.02 0.68
N 0.122905 -1.314702 0.079611 0.99 0.65 -2.61
H 1.196910 0.381641 0.741384 -0.15 -0.04 -0.31
H 0.102510 -0.348205 1.893275 0.13 0.00 0.11
H -1.900936 0.463940 0.380453 -0.07 -0.43 0.68
H -1.010331 1.763438 1.217588 0.20 -0.36 0.40
H 0.557697 3.192905 -1.770049 -0.63 -0.36 -0.61
H -0.405115 3.474134 -0.256114 1.08 -0.48 0.43
H -0.289062 0.833601 -2.716547 -0.75 -0.14 -0.58
H -1.844863 0.469270 -2.084133 0.05 0.15 -0.35
H 0.265076 -1.008513 -0.899840 -0.82 0.07 -0.12
H 0.902897 -1.970886 0.175664 -0.33 -0.11 1.33
H -0.783654 -1.770058 0.077902 -0.07 -0.19 0.42
H 1.936902 -2.866863 2.704586 -0.14 0.15 0.31
H 2.224693 -3.545510 1.406478 -0.10 -0.20 -0.03
O 1.533742 -3.036785 1.849244 0.38 -0.03 -0.37
```
Positions in Å, forces in eV/Å.

Results
Calculated total energy: -344.68404 a.u.
Gap between HOMO and LUMO: 9.299 eV
Highest occupied orbital energy: -12.34 eV
Charge: +1

(2)
Molecular formula: C6H8
Method: DFT, wB97M-V/def2-TZVPD

```
14
Properties=species:S:1:pos:R:3:forces:R:3
C -0.111408 0.575734 0.712753 5.56 0.77 -0.20
C -2.043755 -0.157940 0.327425 0.60 -1.27 -1.96
C -0.232063 -0.328037 -0.311821 -5.04 -0.05 1.30
C 0.067369 -1.092430 -1.312989 0.28 -0.06 0.07
C 1.972786 0.732087 0.378100 -0.65 0.71 0.90
C 3.172255 0.870832 0.216758 -0.67 -0.20 0.01
H -0.312645 1.621773 0.514136 -0.22 -0.18 0.19
H -0.012481 0.204723 1.726019 -0.24 0.18 -0.13
H -2.363413 0.275397 1.272034 0.69 0.22 0.06
H -2.306966 -1.210791 0.341323 -0.24 -0.03 -0.15
H -2.481268 0.381946 -0.507096 -0.24 -0.13 0.05
H 1.113170 -1.159190 -1.588955 0.03 0.07 -0.13
H -0.682171 -1.670983 -1.834280 0.04 -0.02 0.01
H 4.220590 0.956878 0.066594 0.09 0.02 -0.04
```
Positions in Å, forces in eV/Å.

Results
Calculated total energy: -233.13824 a.u.
Gap between HOMO and LUMO: 9.440 eV
Highest occupied orbital energy: -8.75 eV
Charge: 0

(3)
Molecular formula: C4H7N3O
Method: DFT, wB97M-V/def2-TZVPD

```
15
Properties=species:S:1:pos:R:3:forces:R:3
H 0.072501 -0.455784 3.054938 -0.95 -0.56 0.99
N 0.742261 -0.064533 2.442569 -1.65 -0.40 -4.26
C 0.328345 -0.249699 1.181702 4.91 0.82 2.13
N 1.275278 0.305146 0.243426 3.78 1.61 -2.40
O 1.104377 0.071685 -1.264778 1.50 1.90 1.71
C -0.144664 0.666433 -1.671003 0.54 -0.13 -2.06
C -0.917146 0.440352 -0.513892 -2.72 1.23 2.96
N -1.955245 -0.600753 -0.366007 0.37 1.06 3.70
C -0.551399 -0.822837 0.143980 -1.07 -1.52 -1.25
H 2.239348 0.886453 0.284588 -3.32 -2.21 0.71
H -0.283907 1.678952 -2.029737 1.42 0.97 0.50
H -0.431141 0.177363 -2.584493 -0.26 -1.18 -0.13
H -0.760715 1.320089 0.294138 -1.48 -1.78 -2.14
H -2.378589 -0.367850 0.569976 -0.71 -0.10 -1.57
H -0.019398 -1.497219 -0.555825 -0.34 0.28 1.11
```
Positions in Å, forces in eV/Å.

Results
Calculated total energy: -395.86058 a.u.
Gap between HOMO and LUMO: 9.929 eV
SMILES: [H]/N=C1/NOC[C@H]2N[C@H]12
Highest occupied orbital energy: -9.05 eV
Charge: 0

(4)
Molecular formula: CN7
Method: DFT, wB97M-V/def2-TZVPD

```
8
Properties=species:S:1:pos:R:3:forces:R:3
N 1.368512 -0.156392 1.477457 -1.87 0.67 -0.33
N 1.684181 0.095672 0.199177 -0.30 -0.38 -0.07
C 0.524093 0.133176 -0.457033 -1.93 -0.32 0.33
N -0.058864 0.208486 -1.709894 0.88 -0.05 1.86
N -1.348695 0.066834 -1.450656 -0.32 0.15 -0.63
N -1.683963 -0.087722 -0.211917 -0.46 -0.19 1.16
N -0.515218 -0.057780 0.484805 2.98 0.75 -3.53
N 0.029954 -0.202274 1.668061 1.02 -0.62 1.21
```
Positions in Å, forces in eV/Å.

Results
Calculated total energy: -421.37375 a.u.
Gap between HOMO and LUMO: 9.928 eV
SMILES: n1nc2[n-]nnn2n1
Highest occupied orbital energy: -4.80 eV
Charge: -1

Relative energy (zero: lowest compared OMol25 entry of this formula, charge and spin) / eV: 2.2532; 6.7693; 7.8324; 0.0000